Here is a molecular structure, C18H33ClIN2OP2Pt at a distorted geometry from the Open Molecules 2025 dataset. Energies are from ωB97M-V with the def2-TZVPD basis set.

Calculated values
* electronic energy: -2449.24566 a.u.
* net charge: +3
* relative energy (zero: lowest compared OMol25 entry of this formula, charge and spin): 0.0 kcal/mol
* spin multiplicity: 5
* highest occupied orbital energy (spin up / spin down): -17.14 / -17.50 eV
* gap between HOMO and LUMO (spin up / spin down): 0.284 / 0.180 Eh

```
59
Properties=species:S:1:pos:R:3:forces:R:3:mulliken_charge:R:1
Pt 0.898400 0.083584 -3.311866 -1.33 -0.41 0.60 1.1657
I 2.245942 -0.221089 -0.895215 1.02 1.09 0.21 0.1826
Cl 0.796527 0.064360 -5.621355 0.29 0.04 1.05 -0.3292
P 0.828084 2.335567 -2.774292 -0.51 0.95 0.33 0.3679
P 0.775755 -2.163926 -2.715925 -0.84 -1.88 0.06 0.1094
O -0.331528 0.182643 0.535160 1.42 0.27 0.95 -0.1085
N 0.217194 0.618427 3.824211 -1.13 -1.26 -0.39 0.0318
N -0.389236 0.022260 2.795568 -0.82 0.51 0.63 0.5195
C 0.359743 2.947174 -1.114091 0.09 -0.37 0.00 -0.8686
C -2.807383 -0.089404 3.251841 0.08 0.06 0.27 -0.0465
C 2.399370 -2.804607 -3.179032 0.04 0.10 -0.03 -1.0010
C 1.335620 1.263643 3.412821 1.04 0.82 -0.29 -0.1207
C 2.477224 2.985457 -3.051214 0.06 -0.11 -0.13 -1.0767
C -0.531086 -2.866258 -3.755529 0.12 0.04 -0.18 -1.1166
C 0.431219 -2.877566 -1.032701 0.25 0.39 0.05 -1.0844
C -0.380340 3.042391 -3.902992 0.04 0.03 -0.15 -1.1611
C -0.978401 0.015151 -2.064948 -0.89 0.22 -1.69 -1.5572
C 0.209370 0.449373 1.620041 -0.30 -0.29 -0.67 0.7244
C -1.591676 -2.020487 2.377174 0.16 0.04 0.27 -0.0821
C -3.954561 -0.877569 3.382173 0.19 0.02 -0.25 -0.8320
C 1.376858 1.187399 2.049874 0.09 0.23 -0.60 -0.1617
C -3.891733 -2.240023 3.036294 -0.08 0.04 -0.18 -0.4387
C 2.306630 1.902943 4.348940 0.33 0.28 0.09 -1.7110
C -2.733149 -2.809404 2.481176 -0.04 0.32 -0.09 -0.7973
C -1.619805 -0.703763 2.851154 -0.57 -0.43 -0.19 -0.0972
C -0.320499 0.504651 5.153939 0.13 0.24 0.85 -0.7964
H 1.211659 -2.546915 -0.325353 -0.51 -0.51 -0.33 0.3540
H 1.166754 2.734192 -0.401387 -0.18 0.22 -0.25 0.1277
H 2.096226 1.610721 1.356979 -0.05 0.00 0.54 0.3379
H -2.808825 0.993017 3.439859 -0.18 -0.53 0.08 0.5788
H -0.558860 2.486485 -0.732149 0.23 0.33 -0.17 0.3146
H 1.883889 2.711173 4.964894 -0.12 -0.22 -0.34 0.4221
H -0.453017 -3.960453 -3.736288 -0.02 0.16 -0.04 0.4793
H 2.325421 -3.901055 -3.243695 0.18 0.29 -0.07 0.4396
H -0.659757 -2.400141 1.956169 -0.24 -0.08 0.23 0.5294
H 0.216481 4.034233 -1.207094 0.08 -0.28 0.03 0.5783
H 2.834309 2.606377 -4.019946 0.05 0.37 0.25 0.4000
H -0.322253 4.131684 -3.824690 -0.07 -0.02 -0.12 0.4635
H -4.898069 -0.411599 3.708225 0.58 -0.41 -0.16 0.4213
H 3.126161 -2.513619 -2.397105 -0.23 -0.32 -0.52 0.3468
H -2.706821 -3.841588 2.099439 -0.17 0.58 0.41 0.4168
H -1.741949 0.008782 -2.860940 0.49 -0.04 -0.01 0.4208
H 2.751389 1.186499 5.055600 -0.14 0.02 -0.33 0.4256
H 2.396601 4.084868 -3.039127 0.29 -0.32 -0.07 0.4435
H -0.167704 2.701477 -4.919227 0.00 0.22 0.08 0.3958
H 3.138538 2.622288 -2.244803 -0.21 0.30 -0.38 0.3301
H 0.334230 1.104657 5.784850 -0.21 -0.15 0.14 0.3727
H -0.551988 -2.584534 -0.633287 0.33 -0.17 -0.28 0.3214
H -4.783270 -2.856407 3.146089 0.20 0.16 -0.01 0.4364
H -1.126913 0.932860 -1.508033 0.32 -0.43 0.10 0.3272
H 3.111003 2.340382 3.741113 -0.21 -0.16 0.31 0.3969
H -0.308746 -0.539000 5.481698 -0.03 0.06 -0.09 0.3427
H 0.481417 -3.977197 -1.117365 -0.06 0.40 -0.18 0.5589
H -1.342520 0.895322 5.187234 0.30 -0.09 0.01 0.3728
H -1.139847 -0.884948 -1.481525 0.39 0.32 0.17 0.4638
H 2.676130 -2.353037 -4.146520 0.06 -0.39 0.32 0.4107
H -1.517469 -2.571759 -3.372142 0.28 -0.04 -0.11 0.3272
H -0.401547 -2.486134 -4.776686 -0.13 -0.22 0.20 0.3861
H -1.389200 2.712418 -3.636022 0.14 0.04 0.05 0.3430
```
Forces are in eV/Å.

Here is a molecular structure, C29H22F6N4O6RuS2 from the Open Molecules 2025 dataset. Energies are from ωB97M-V with the def2-TZVPD basis set.

Calculated values
* electronic energy: -3278.64265 a.u.
* net charge: +2
* spin multiplicity: 5
* highest occupied orbital energy (spin up / spin down): -13.51 / -13.49 eV
* gap between HOMO and LUMO (spin up / spin down): 0.306 / 0.218 Eh

```
70
Properties=species:S:1:pos:R:3:forces:R:3:nbo_charge:R:1
Ru 2.364774 2.676348 0.057031 0.05 -0.01 0.17 1.3382
S 2.867312 3.957253 1.956408 0.06 0.14 0.06 0.0259
S 0.487353 0.731296 2.793926 -0.07 -0.03 -0.07 2.3027
F -0.106808 8.390950 -2.455502 0.01 -0.03 0.02 -0.2471
F -3.210193 -0.100540 -2.233548 -0.02 0.00 -0.01 -0.3121
F -0.661404 6.030726 -1.161143 0.02 0.05 -0.02 -0.2457
F 3.845639 4.729472 -1.599157 0.01 0.06 -0.04 -0.2719
F 4.390091 7.113648 -2.873626 -0.02 -0.03 0.01 -0.2456
F 2.404619 8.857681 -3.274234 -0.01 -0.03 0.02 -0.2239
O -0.932286 0.836287 2.681879 -0.03 0.00 0.00 -0.8984
O 3.760870 1.417771 0.352283 0.14 0.02 -0.20 -0.6640
O 4.793626 -0.530451 0.115945 0.00 -0.01 -0.10 -0.5372
O 1.351619 1.420978 -1.152846 -0.05 0.08 -0.39 -0.7016
O 1.117619 -0.497363 2.398929 -0.01 0.00 0.04 -0.9373
O 1.312090 4.263711 -0.752555 -0.23 0.07 -0.02 -0.5504
N -3.340336 -2.877843 -1.662886 0.00 -0.05 0.02 -0.4799
N -4.664090 -4.881985 -2.531621 0.03 0.00 0.02 -0.4925
N 1.295271 -2.576884 -0.295324 -0.07 -0.01 -0.03 -0.3264
N 1.208175 1.986876 1.941676 0.19 0.06 0.08 -0.8215
C 3.181749 6.814178 -2.448107 0.05 -0.09 0.03 0.2693
C 1.559627 -4.883711 -1.182206 -0.01 -0.05 0.01 -0.6261
C -3.812174 -3.693614 -0.553206 -0.01 -0.01 0.06 -0.2448
C 1.332659 -4.013585 0.040018 -0.03 0.06 0.07 -0.2082
C 1.436009 1.416247 6.688212 0.01 0.02 -0.01 -0.1598
C 1.378913 0.167293 -0.889329 -0.02 -0.13 0.11 0.5761
C 3.795750 0.128003 0.020183 -0.06 -0.01 0.35 0.7780
C 1.583185 5.335008 -1.347874 0.02 -0.02 -0.02 0.3237
C 0.191946 -0.618074 -1.142271 0.04 -0.02 0.04 -0.1687
C -5.423552 -3.596445 -2.684672 -0.02 -0.07 0.00 -0.2364
C 2.225905 2.546822 6.506223 0.00 -0.01 0.00 -0.1753
C 0.154559 -1.981207 -0.816258 0.02 -0.03 0.02 0.2777
C 0.548338 6.314318 -1.583234 0.04 -0.04 -0.01 0.3434
C 1.074965 1.299021 4.359251 -0.01 -0.03 0.08 -0.3211
C 1.855320 2.430138 4.164058 -0.01 0.02 -0.04 -0.0665
C -4.446099 -2.427572 -2.503415 -0.01 0.06 -0.06 -0.2318
C -2.104152 -0.730799 -1.802667 0.04 -0.03 0.03 0.3368
C -1.024154 -2.714078 -1.020132 0.05 0.12 -0.03 -0.3124
C 2.488354 -0.501061 -0.354846 -0.05 -0.18 -0.13 -0.3344
C -4.209335 -5.068436 -1.100831 -0.02 -0.02 -0.09 -0.2217
C -0.963563 -0.004690 -1.643438 -0.03 -0.07 0.00 -0.1839
C 2.448302 3.070299 5.238162 -0.02 -0.03 -0.01 -0.1661
C 0.842886 0.767452 5.607687 0.03 0.04 -0.01 -0.1607
C 2.908261 5.636764 -1.816675 -0.02 0.12 -0.03 0.3451
C 1.919300 2.753119 2.728617 -0.07 -0.07 0.12 0.1545
C 2.138912 7.740783 -2.658695 -0.04 0.01 0.01 0.4087
C 2.392664 -1.852626 -0.104705 0.05 0.13 -0.01 0.2082
C -2.171694 -2.107999 -1.498500 0.00 0.07 -0.02 0.2159
C 0.823732 7.488349 -2.226561 0.04 -0.05 0.01 0.2671
H -5.227159 -5.677550 -2.833310 0.01 0.00 0.00 0.4489
H 0.410713 -4.256039 0.567871 0.02 -0.02 -0.02 0.2086
H 3.063966 3.948230 5.096633 0.01 0.01 -0.02 0.2434
H -5.896308 -3.585246 -3.663877 0.01 0.03 0.01 0.2529
H -0.961798 1.052661 -1.866702 0.01 0.01 0.00 0.2673
H 2.673756 3.024508 7.366405 0.00 0.00 0.00 0.2404
H -3.837932 -4.844252 -3.131240 -0.01 0.00 0.00 0.4411
H 1.281023 1.034626 7.687833 -0.01 -0.01 0.01 0.2391
H -5.005623 -1.588721 -2.082096 0.01 -0.01 0.01 0.2302
H 2.508586 -4.641301 -1.658416 0.02 0.01 0.01 0.2343
H -1.042407 -3.774926 -0.824740 -0.01 -0.02 0.00 0.2226
H -5.035986 -5.518586 -0.554504 0.02 0.02 0.03 0.2394
H 1.591729 -5.930656 -0.883456 0.00 -0.01 -0.01 0.2400
H 3.256820 -2.369593 0.292630 0.01 0.02 0.01 0.2566
H 2.136075 -4.137559 0.762787 0.01 -0.02 -0.03 0.2346
H -3.036530 -3.810588 0.198324 -0.01 -0.01 -0.01 0.2513
H -4.663609 -3.215807 -0.055075 0.00 0.00 -0.01 0.2107
H -6.201475 -3.617405 -1.923276 0.00 0.04 -0.02 0.2297
H -3.373747 -5.765366 -1.129632 -0.01 0.01 0.03 0.2310
H 0.229316 -0.111008 5.748090 -0.01 -0.02 0.00 0.2423
H 0.771540 -4.761432 -1.924732 -0.02 0.01 -0.01 0.2060
H -4.051502 -2.115814 -3.469962 -0.01 0.01 0.02 0.2319
```
Forces are in eV/Å.

Here is a molecular structure, C12H21NO5Pd at a distorted geometry from the Open Molecules 2025 dataset. Energies are from ωB97M-V with the def2-TZVPD basis set.

Calculated values
* electronic energy: -1027.79729 a.u.
* net charge: +2
* highest occupied orbital energy: -16.42 eV
* gap between HOMO and LUMO: 0.124 Eh

```
40
Properties=species:S:1:pos:R:3:forces:R:3:nbo_charge:R:1
Pd 0.466867 0.486085 -2.900354 0.63 0.42 -0.27 0.8509
O 0.949635 2.498323 1.298342 -0.11 -0.31 0.21 -0.3228
O -1.514819 -1.558236 2.771308 0.87 0.27 -2.46 -0.4719
O -0.502439 -0.430737 1.027478 -0.48 0.13 1.01 -0.5288
O -2.404910 1.560101 1.248609 0.39 -0.10 -0.12 -0.4320
O -1.201692 -2.493937 0.701932 -0.11 -0.29 0.27 -0.4728
N -2.774088 2.508146 -0.799849 0.58 -0.34 0.11 -0.8734
C 0.791607 1.569738 -0.812581 -0.65 -1.92 -0.45 -0.3876
C 1.681687 2.459197 0.176297 0.75 1.22 -0.35 -0.0106
C -2.641601 1.383277 0.084858 -0.32 0.74 0.68 0.6853
C -1.124649 -1.534148 1.637081 -0.78 -0.10 1.98 0.9624
C 1.358114 1.681665 2.403288 -0.47 -0.39 -0.11 -0.2692
C 1.106743 -2.903543 0.290395 0.62 0.02 -0.54 -0.4524
C -1.498092 -0.412212 -1.258251 0.31 0.57 0.54 -0.4192
C -0.271364 -0.731236 -0.309956 0.00 -0.38 -1.25 0.2205
C 0.992390 0.055949 -0.613914 -1.09 1.11 0.00 -0.4163
C 2.375694 -2.663589 -0.522680 -0.35 0.74 0.30 -0.6049
C -0.151729 -2.267822 -0.264510 0.18 -0.46 1.18 0.0858
C -2.752596 0.021858 -0.525857 -0.51 0.21 -0.40 -0.5131
H 1.728577 3.447711 -0.253495 -0.17 0.39 -0.26 0.2462
H -1.756666 -1.270126 -1.849504 0.04 -0.59 -0.21 0.2638
H -0.236059 1.879972 -0.708096 -0.31 0.15 0.02 0.2773
H 2.108489 0.965278 2.115499 0.55 -0.10 -0.18 0.1841
H 2.193952 -2.629026 -1.587029 -0.03 -0.38 -0.51 0.1955
H 2.691481 2.086601 0.271773 0.23 -0.49 0.10 0.2227
H 1.509891 -0.356680 -1.573301 0.23 -0.15 0.31 0.2351
H 1.291021 -2.646664 1.324664 -0.15 0.24 0.37 0.2288
H 0.501182 1.142289 2.765855 -0.51 0.00 0.17 0.2503
H -2.209854 3.247675 -0.394436 -0.18 0.28 0.18 0.3892
H -3.725312 2.867914 -0.781293 -0.22 -0.19 -0.43 0.4280
H 3.130824 -3.387102 -0.291634 0.29 -0.55 -0.08 0.2662
H 0.916516 -3.962378 0.277643 -0.25 -0.51 0.15 0.2601
H 1.121659 1.888049 -1.881992 0.28 0.47 0.14 0.2598
H 1.721312 2.336086 3.177619 0.26 0.41 0.31 0.2611
H -0.456823 -2.826266 -1.133076 -0.10 0.30 -0.67 0.2277
H 1.687127 -0.078464 0.201613 0.70 -0.53 -0.16 0.3087
H -3.543398 0.067944 -1.261803 -0.32 0.02 -0.30 0.2687
H 2.811745 -1.709331 -0.265732 0.34 0.24 0.10 0.1795
H -3.066140 -0.689118 0.217738 0.06 -0.29 0.37 0.2694
H -1.304283 0.396758 -2.002648 -0.22 0.14 0.21 0.1480
```
Forces are in eV/Å.

Here is a molecular structure, C26H32FN4O6SV at a distorted geometry from the Open Molecules 2025 dataset. Energies are from ωB97M-V with the def2-TZVPD basis set.

Calculated values
* electronic energy: -3122.39804 a.u.
* relative energy (zero: lowest compared OMol25 entry of this formula, charge and spin): 22.6 kcal/mol
* highest occupied orbital energy: -8.23 eV
* gap between HOMO and LUMO: 0.307 Eh

```
71
Properties=species:S:1:pos:R:3:forces:R:3:mulliken_charge:R:1
V -0.152362 -1.123998 0.232776 -1.44 2.27 -0.89 0.4933
S 0.924432 -3.145461 1.650063 -0.15 -0.54 0.44 1.3215
F -6.164130 -0.025282 1.258491 0.02 0.00 0.01 -0.3580
O 0.659783 -4.323650 2.403101 -0.14 -0.12 0.09 -0.7480
O -0.191521 0.534082 1.480682 0.31 0.01 0.23 -0.1477
O -0.185422 -2.910479 0.591868 0.63 -1.45 0.43 -0.7153
O 1.082611 -1.889866 2.362779 -0.05 -0.21 -0.17 -0.6834
O 0.300116 2.074500 -0.930545 0.08 0.04 -0.27 -0.4639
O 1.593036 -0.370659 0.131691 0.71 0.42 0.47 -0.3942
N 1.885109 0.444527 1.153621 0.20 -0.14 -0.06 1.8112
N -0.475620 -1.071334 -1.321480 0.03 -0.34 -0.44 -0.1236
N 0.363725 4.273854 -0.354901 0.03 0.03 -0.04 0.2256
N 0.959690 0.954675 1.837067 -0.18 -0.01 -0.17 -1.3243
C 4.951868 0.654342 3.204945 0.02 0.02 -0.04 -0.6920
C 5.919055 0.735017 2.210101 -0.05 0.00 0.00 -0.4868
C 5.542892 0.748682 0.871846 0.01 0.00 0.03 -0.6907
C -2.735128 0.479558 0.237521 0.09 -0.06 -0.01 0.7176
C 4.203315 0.677268 0.523174 0.10 0.02 -0.08 -0.1668
C -4.077832 0.733406 0.470702 0.02 0.05 0.00 -1.0146
C 0.234371 -0.161608 -3.438919 0.10 0.11 0.02 -1.4202
C 0.938087 5.584011 -0.627625 -0.05 -0.08 0.06 -1.0601
C 3.607494 0.580021 2.869487 -0.04 0.02 0.11 -0.3037
C -2.965212 -1.717940 1.157975 -0.01 0.03 -0.07 -0.4295
C 3.561552 -2.912194 1.070058 0.04 0.04 0.04 -0.5084
C -0.774358 -1.071194 -2.745117 -0.01 0.02 0.27 1.3683
C 4.618696 -3.927702 -0.851845 0.00 -0.02 -0.06 0.9453
C 5.852157 -4.205621 -1.670587 -0.05 -0.03 0.02 -1.5175
C 0.724498 3.203516 -1.093056 -0.18 0.06 0.27 -0.2784
C -0.574008 4.118967 0.748003 0.09 0.04 -0.03 -0.7420
C -0.639450 -2.512007 -3.236000 0.07 -0.08 0.11 -1.5855
C -4.320826 -1.481874 1.393438 0.06 -0.07 0.00 -0.6996
C 2.240998 -4.200552 -0.492034 0.08 0.10 0.10 -0.4732
C -2.157988 -0.748145 0.567038 -0.19 0.01 0.24 0.3556
C -4.847538 -0.263200 1.039993 -0.05 0.05 0.00 0.2710
C 2.345231 -3.423708 0.659710 0.08 -0.11 -0.18 0.4053
C 4.690884 -3.166214 0.308438 0.11 0.01 0.00 -0.7822
C -2.199381 -0.565833 -2.958295 -0.02 0.02 0.11 -1.6162
C 3.259658 0.602764 1.530966 -0.24 -0.11 -0.29 -0.0627
C 3.379572 -4.443964 -1.239065 0.05 0.00 0.03 -0.8443
H -0.124898 4.472755 1.678390 -0.01 -0.01 -0.02 0.3609
H 5.635945 -4.146426 -2.737760 0.01 0.00 0.01 0.3692
H -0.819797 3.065460 0.854455 0.02 0.01 -0.01 0.0698
H 3.309914 -5.048225 -2.137098 0.00 0.05 0.01 0.3992
H -2.412764 -0.533508 -4.028571 -0.01 -0.01 0.02 0.4788
H 1.250264 -0.425215 -3.137170 -0.02 -0.02 -0.05 0.2803
H 0.845538 5.846043 -1.681527 0.00 -0.02 -0.02 0.3547
H 1.280817 -4.595741 -0.799014 0.02 0.02 0.02 0.5549
H -2.317741 0.434590 -2.541817 0.02 -0.01 -0.06 0.2940
H -2.117624 1.250716 -0.212437 -0.02 -0.01 0.04 0.5135
H 6.294806 0.810440 0.095620 -0.01 -0.01 0.02 0.4208
H 6.648307 -3.497793 -1.440730 -0.02 -0.01 0.00 0.3495
H 3.625246 -2.312038 1.969649 -0.02 0.00 -0.05 0.5562
H 1.990704 5.638236 -0.342967 0.00 0.00 0.04 0.3278
H -2.920183 -1.221645 -2.467945 0.00 0.01 -0.02 0.3436
H 6.967371 0.778426 2.477577 -0.03 0.01 0.00 0.4100
H -2.558959 -2.680114 1.442023 0.02 -0.01 -0.02 0.4421
H 0.381380 -2.871796 -3.082046 -0.05 0.02 -0.03 0.2957
H 6.230202 -5.210491 -1.468456 -0.01 0.02 0.00 0.3202
H 0.143836 -0.273149 -4.521440 0.00 0.02 0.01 0.4622
H 2.835784 0.478341 3.621450 0.04 0.00 -0.03 0.4984
H 5.243564 0.629932 4.246954 -0.01 0.00 -0.02 0.4005
H -0.878576 -2.565962 -4.298887 0.01 -0.01 -0.01 0.4512
H 0.393864 6.326736 -0.048910 -0.01 0.01 -0.02 0.3763
H -4.528824 1.687937 0.226925 0.00 -0.05 -0.02 0.4779
H -1.487877 4.686412 0.558730 0.01 0.00 0.00 0.3488
H 1.464307 3.452156 -1.872488 0.00 0.02 -0.05 0.4173
H -1.320871 -3.163571 -2.685743 0.01 0.02 -0.03 0.3600
H -4.956331 -2.233874 1.844399 0.03 0.02 0.00 0.4564
H 5.645535 -2.758997 0.624526 -0.04 -0.01 -0.03 0.3750
H 3.883065 0.663425 -0.510115 0.00 -0.02 0.02 0.4593
H 0.061553 0.878632 -3.161199 0.02 -0.06 0.01 0.1936
```
Forces are in eV/Å.

> Which of these has the highest electronic energy?

C12H21NO5Pd

> Among the records above, which one has the lowest electronic energy?

C29H22F6N4O6RuS2

> Which of these has the highest electronic energy?

C12H21NO5Pd